1.
A molecular structure, C21H16F3O2S2Tc, computed with the ωB97M-V functional and the def2-TZVPD basis.

Cartesian coordinates (Å):
Tc 0.8156 -2.4556 -2.2272
C 1.3175 2.1792 -2.0667
C 0.6565 0.8198 -2.1616
S 1.5775 -0.3835 -3.1614
C -0.8791 0.8434 -1.9928
C -1.6737 2.1115 -1.8944
S -1.7110 -0.7073 -2.4176
H 2.3964 2.0778 -2.1755
H 1.1257 2.6641 -1.1072
H 0.9573 2.8417 -2.8573
H -1.1045 2.9140 -1.4267
H -2.5736 1.9513 -1.2976
H -1.9810 2.4546 -2.8863
C -0.2911 -1.2373 -1.4224
C 0.0103 0.2039 -0.9443
C 0.1792 0.6353 0.4549
C 1.4689 0.6431 1.0781
C 2.6124 0.2475 0.3441
C 3.8629 0.2384 0.9299
C 4.0296 0.6106 2.2606
C 2.9143 0.9694 3.0092
C 1.6558 0.9774 2.4382
C -1.0552 1.0004 1.1716
C -1.1789 2.2217 1.8400
C -2.3739 2.5897 2.4395
C -3.4706 1.7396 2.3823
C -3.3620 0.5262 1.7163
C -2.1694 0.1607 1.1101
H 2.5074 -0.0736 -0.6837
H 4.7162 -0.0739 0.3405
H 5.0131 0.6043 2.7131
H 3.0241 1.2310 4.0549
H 0.7996 1.2201 3.0511
H -0.3346 2.8998 1.8584
H -2.4515 3.5472 2.9395
H -4.4060 2.0249 2.8469
H -4.2134 -0.1399 1.6582
H -2.0965 -0.7787 0.5776
F -1.9258 -6.1518 -2.3568
C -1.2072 -5.6002 -1.3565
F -1.7141 -4.3829 -1.1369
F -1.4436 -6.3304 -0.2494
C 0.3038 -5.6225 -1.7155
O 0.7970 -6.7223 -1.8554
O 0.8756 -4.4886 -1.8219

Calculated values
**HOMO-LUMO gap (alpha / beta)**: 0.2513 / 0.2052 Ha
**E_HOMO (alpha / beta)**: -4.2 / -3.9 eV
**2S+1**: 4
**<S²>**: 3.906
**Total charge**: -1

Atom charges from the natural (NBO) analysis, given in e for atoms 1 to 8:
1 Tc 0.66
2 C -0.64
3 C -0.11
4 S -0.31
5 C -0.14
6 C -0.63
7 S 0.16
8 H 0.23

=====

2.
A molecular structure, C21H16IrN8S4, computed with the ωB97M-V functional and the def2-TZVPD basis.

Cartesian coordinates (Å):
Ir -0.5903 0.5753 0.9402
C 4.5345 -0.9714 2.2076
C 3.7610 0.2625 2.4729
N 4.2425 1.4162 2.7843
N 3.1576 2.2287 2.9289
C 1.9910 1.6144 2.6901
S 0.4363 2.2235 2.7378
N 2.3776 0.3362 2.4105
N 1.4620 -0.6349 2.0384
H 5.5936 -0.7453 2.2976
H 4.3415 -1.3531 1.2036
H 4.2858 -1.7482 2.9325
H 3.2783 3.1935 3.1866
H 1.8792 -1.2867 1.3845
H 1.1046 -1.1343 2.8478
S -1.8564 1.6096 -6.4255
N -0.4648 1.6002 -5.6200
C -0.7614 1.6557 -4.3358
C 0.1905 1.6650 -3.2522
C 1.5726 1.7271 -3.4441
C 2.3947 1.7467 -2.3404
C 1.8162 1.6745 -1.0768
N 0.5115 1.5949 -0.8771
C -0.3102 1.6151 -1.9443
C -1.7512 1.6106 -1.6898
N -2.1595 1.5350 -0.4084
C -3.4516 1.5991 -0.1261
C -4.4277 1.7309 -1.1085
C -4.0384 1.7608 -2.4277
C -2.6774 1.6963 -2.7374
C -2.1662 1.6864 -4.0869
N -2.8865 1.6506 -5.1910
H 1.9625 1.7661 -4.4525
H 3.4677 1.8216 -2.4447
H 2.4401 1.6925 -0.1892
H -3.7183 1.5312 0.9210
H -5.4688 1.7937 -0.8270
H -4.7555 1.8308 -3.2350
S -1.9657 -0.6450 2.5343
C -1.5497 -2.2751 2.1377
C -1.8512 -3.2685 3.0915
C -1.5728 -4.5913 2.8497
C -1.0047 -4.9688 1.6281
C -0.7033 -4.0190 0.6771
C -0.9559 -2.6580 0.9075
S -0.5315 -1.5285 -0.3438
H -2.3050 -2.9588 4.0243
H -1.7992 -5.3375 3.5993
H -0.8063 -6.0127 1.4229
H -0.2717 -4.3075 -0.2724

Calculated values
**HOMO-LUMO gap (alpha / beta)**: 0.2142 / 0.2142 Ha
**E_HOMO (alpha / beta)**: -9.1 / -10.6 eV
**2S+1**: 5
**<S²>**: 6.023
**Total charge**: +1

Atom charges from the natural (NBO) analysis, given in e for atoms 1 to 8:
1 Ir 0.89
2 C -0.67
3 C 0.36
4 N -0.23
5 N -0.36
6 C 0.22
7 S -0.15
8 N -0.24

=====

3.
A molecular structure, C21H16N4OS2Yb, computed with the ωB97M-V functional and the def2-TZVPD basis.

Cartesian coordinates (Å):
Yb -0.4086 0.3590 -0.8380
N -1.3402 -1.3728 3.2113
C -0.6235 -0.3483 3.7815
C -0.4268 0.0452 5.0970
C 0.3510 1.1647 5.3001
C 0.9191 1.8725 4.2332
C 0.7306 1.4885 2.9225
C -0.0565 0.3603 2.6997
N -0.4354 -0.2401 1.5214
C -1.2087 -1.2627 1.8635
C -1.8436 -2.1119 0.8768
C -2.7147 -3.1536 1.0724
S -3.2111 -3.8095 -0.4266
C -2.2298 -2.6581 -1.2292
N -1.5858 -1.8448 -0.4477
H -1.8602 -2.0734 3.7149
H -0.8696 -0.4985 5.9147
H 0.5225 1.5111 6.3071
H 1.5151 2.7437 4.4508
H 1.1564 2.0381 2.0930
H -3.0897 -3.5639 1.9903
H -2.1593 -2.6168 -2.3016
S 1.7420 0.1409 -5.0768
C 0.0839 0.0479 -5.4592
C -0.7114 -0.0150 -4.3487
C -0.0129 0.0134 -3.1078
C 1.3503 0.1107 -3.3593
C 2.3976 0.1471 -2.3716
C 3.7505 0.0986 -2.7460
C 4.7365 0.1071 -1.7890
C 4.3604 0.1179 -0.4490
C 3.0157 0.1740 -0.1455
N 2.0373 0.2134 -1.0596
H -0.2010 0.0472 -6.4954
H -1.7880 -0.0780 -4.4192
H 3.9958 0.0509 -3.7943
H 5.7772 0.1055 -2.0727
H 5.1010 0.0869 0.3323
H 2.6982 0.1830 0.8921
C -3.6729 2.1438 -1.1696
C -2.4018 1.3629 -0.9273
O -1.3984 1.9984 -0.5142
H -3.5606 3.2115 -0.9750
H -4.4636 1.7271 -0.5463
H -3.9661 1.9749 -2.2063

Calculated values
**Energy above the lowest of the compared OMol25 structures with the same formula, charge and spin**: 11.7 kcal per mole
**HOMO-LUMO gap (alpha / beta)**: 0.2682 / 0.2682 Ha
**E_HOMO (alpha / beta)**: -10.5 / -10.5 eV
**2S+1**: 2
**<S²>**: 0.751
**Total charge**: +1

Atom charges from the natural (NBO) analysis, given in e for atoms 1 to 8:
1 Yb 1.99
2 N -0.51
3 C 0.17
4 C -0.24
5 C -0.18
6 C -0.20
7 C -0.21
8 C 0.09